# 1
{"formula": "C26H21F3N2S", "method": "wB97M-V/def2-TZVPD", "e_homo_ev": -6.58, "relative_energy_ev": 1.450, "species": ["S", "F", "F", "F", "N", "N", "C", "C", "C", "C", "C", "C", "C", "C", "C", "C", "C", "C", "C", "C", "C", "C", "C", "C", "C", "C", "C", "C", "C", "C", "C", "C", "H", "H", "H", "H", "H", "H", "H", "H", "H", "H", "H", "H", "H", "H", "H", "H", "H", "H", "H", "H", "H"], "xyz": [[-0.38, 0.77, -2.34], [-6.52, 0.20, -5.02], [-6.87, 1.26, -3.12], [-6.63, -0.93, -3.13], [1.27, 3.52, 0.52], [2.51, -2.93, 0.90], [-6.18, 0.23, -3.69], [2.45, -1.63, 0.48], [0.31, -2.36, 0.89], [2.82, 0.85, 2.33], [-2.54, -0.60, -3.10], [-1.97, 0.70, -2.90], [3.73, -3.69, 1.11], [1.06, 4.94, 0.28], [2.09, 1.58, 1.39], [2.22, 2.99, 1.39], [-3.89, -0.74, -3.40], [-2.79, 1.83, -3.18], [-1.04, -2.53, 1.19], [1.22, -3.40, 1.18], [3.69, 1.54, 3.19], [-4.14, 1.67, -3.48], [0.45, 0.02, 0.11], [3.81, 2.94, 3.17], [-0.50, -4.78, 2.04], [1.03, 1.27, 0.41], [-1.44, -3.76, 1.76], [3.05, 3.68, 2.26], [0.54, 2.52, -0.04], [-4.70, 0.39, -3.50], [0.85, -4.61, 1.75], [1.08, -1.21, 0.41], [3.38, -1.09, 0.28], [-2.48, -3.92, 2.01], [4.28, -3.79, 0.16], [4.49, 3.45, 3.85], [-0.28, 2.79, -0.73], [-4.30, -1.73, -3.52], [0.05, 5.24, 0.58], [1.79, 5.52, 0.84], [1.62, -5.36, 1.93], [-1.89, -1.46, -2.95], [-1.76, -1.74, 0.98], [3.09, 4.77, 2.21], [3.48, -4.68, 1.49], [-0.83, -5.73, 2.48], [2.70, -0.23, 2.39], [4.38, -3.17, 1.83], [-2.35, 2.83, -3.10], [1.17, 5.15, -0.79], [-4.75, 2.53, -3.67], [4.27, 0.96, 3.91], [-0.64, -0.09, -0.08]]}

# 2
{"formula": "C26H21GeMoN2O3", "method": "wB97M-V/def2-TZVPD", "e_homo_ev": [-16.84, -16.84], "multiplicity": 3, "relative_energy_ev": 0.507, "s2": 2.040, "total_charge": 3, "species": ["Mo", "Ge", "O", "O", "O", "N", "N", "C", "C", "C", "C", "C", "C", "C", "C", "C", "C", "C", "C", "C", "C", "C", "C", "C", "C", "C", "C", "C", "C", "C", "C", "C", "C", "H", "H", "H", "H", "H", "H", "H", "H", "H", "H", "H", "H", "H", "H", "H", "H", "H", "H", "H", "H", "H"], "xyz": [[-0.91, -0.03, -0.02], [1.33, -0.02, 1.20], [-1.38, 1.66, -0.02], [-0.57, -4.40, -0.76], [-0.54, -1.71, -0.79], [-0.25, -0.75, -2.82], [-0.60, 0.35, -2.02], [-0.24, -1.81, -2.13], [2.61, 3.94, 3.30], [0.85, 2.49, 2.55], [0.09, -3.13, -2.71], [1.26, 3.65, 3.20], [0.61, -5.69, -3.85], [-0.13, -4.36, -1.98], [3.57, 3.08, 2.77], [1.81, 1.63, 2.01], [0.86, -4.49, -4.55], [-2.19, -1.46, 3.12], [-1.26, -0.84, 2.29], [0.52, -2.24, 3.03], [-1.21, 3.85, -2.93], [0.58, -3.22, -3.97], [-1.94, 3.98, -0.23], [-1.72, -2.49, 3.92], [0.12, -5.64, -2.59], [-2.01, 5.11, -1.06], [-0.38, -2.87, 3.87], [-0.73, 1.47, -2.69], [-1.13, 2.71, -2.13], [3.17, 1.93, 2.11], [-1.64, 5.05, -2.40], [-1.50, 2.83, -0.78], [0.10, -1.18, 2.24], [0.77, -2.32, -4.54], [1.27, -4.53, -5.55], [-2.37, 6.04, -0.65], [-2.40, -2.99, 4.60], [-0.21, 2.26, 2.49], [2.49, -0.79, 0.58], [0.81, -6.65, -4.32], [-1.69, 5.93, -3.02], [-0.03, -3.67, 4.52], [0.53, 4.31, 3.63], [1.56, -2.55, 3.03], [3.92, 1.27, 1.69], [2.93, 4.85, 3.80], [-0.07, -6.52, -2.00], [-1.63, 0.08, 1.81], [-2.23, 4.03, 0.81], [-3.22, -1.15, 3.16], [4.62, 3.32, 2.87], [-0.92, 3.78, -3.98], [-0.72, -3.51, -0.38], [-0.53, 1.41, -3.76]]}